## one
The following is a DFT calculation (the ωB97M-V functional and the def2-TZVPD basis) of the ion C4H6BrN2 with charge +1.

HOMO   -13.82 eV
LUMO level   -6.2 eV

```
! RIJCOSX wB97M-V def2-TZVPD def2/J DEFGRID3
* xyz 1 1
C -1.2886 -1.2085 -0.5081
C -2.3695 -0.5223 -0.3275
C 0.4885 0.4928 -0.0715
C 1.8655 0.4963 0.4246
N 0.0233 -0.8392 -0.2961
N -0.4203 1.3410 -0.0450
Br -3.8660 0.1847 0.1281
H -1.4301 -2.2503 -0.7379
H 1.8399 0.9454 1.4558
H 2.0863 -0.5892 0.3151
H 2.6004 1.1389 -0.0908
H 0.7522 -1.4506 -0.6584
H -0.2816 2.2611 0.4117
*
```

***

## two
The following is a DFT calculation (the ωB97M-V functional and the def2-TZVPD basis) of a cluster of 2 separate species, C4H6BrN2 in total.

HOMO   -13.67 eV
LUMO level   -6.5 eV

```
! RIJCOSX wB97M-V def2-TZVPD def2/J DEFGRID3
* xyz 1 1
C -0.5378 2.1258 -0.4220
C 2.4425 -2.0675 -0.4888
C -0.3251 1.6487 0.8526
C 1.0687 -0.2785 0.3866
N 1.5384 -1.1960 -0.2887
N 0.4029 0.5335 0.9819
Br -3.7132 -1.0514 -0.4269
H -1.1130 2.9633 -0.6117
H -0.1991 1.5854 -1.2397
H 2.7244 -2.4047 -1.5054
H 2.8979 -2.6259 0.3567
H -0.5038 1.9545 1.8964
H -4.6828 -1.1872 0.5092
*
```

***

Most stable structure - one; separation to the second - 9.6 kJ/mol.

***

## one
The following is a DFT calculation (the ωB97M-V functional and the def2-TZVPD basis) of a structure of composition C19H26AsF6N2NaO9S3.

HOMO   -3.27 eV
LUMO level   4.0 eV

```
! RIJCOSX wB97M-V def2-TZVPD def2/J DEFGRID3
* xyz -2 1
Na 0.1521 0.1874 -0.3862
O 0.7588 -4.7173 0.7601
C 0.6898 -3.5530 0.3137
O 1.4090 -2.5695 0.5912
C -0.2754 -3.3525 -0.8779
C -0.6916 -4.4527 -1.6272
C -1.5558 -4.2461 -2.6850
C -1.9928 -2.9570 -2.9483
C -1.5366 -1.9157 -2.1450
N -0.6877 -2.1181 -1.1335
C -2.0449 -0.4786 -2.4419
O -2.9239 -0.3919 -3.3161
O -1.5430 0.4460 -1.7565
H -0.3274 -5.4280 -1.3365
H -1.8933 -5.0792 -3.2936
H -2.6788 -2.7081 -3.7448
F 3.5040 1.9548 2.2721
C 2.6476 2.9554 2.3969
F 2.3767 3.1425 3.6903
F 3.2194 4.0751 1.9377
S 1.0503 2.6120 1.4771
O 0.9836 1.1791 1.3420
O 0.0602 3.2805 2.2616
N 1.2345 3.3074 0.0582
S 2.1341 2.5468 -1.0195
O 1.5193 1.3883 -1.6128
O 3.5200 2.4554 -0.6610
C 2.0846 3.8140 -2.3717
F 0.8448 4.1226 -2.7372
F 2.7270 3.3055 -3.4312
F 2.7102 4.9387 -2.0096
O 2.1082 -0.2212 4.2696
S 1.8216 -1.1196 3.0961
C 1.9000 -2.7983 3.7514
C 0.7256 -2.8800 4.7124
C -0.4692 -2.4053 3.8792
C 0.0075 -1.2435 2.9893
H 2.8831 -2.9157 4.2079
H 1.7847 -3.4702 2.8976
H 0.8990 -2.1933 5.5444
H 0.5820 -3.8850 5.1160
H -1.3098 -2.1042 4.5089
H -0.8047 -3.2208 3.2357
H -0.3412 -0.2571 3.2933
H -0.2449 -1.4058 1.9452
C -3.2473 2.4233 3.3275
C -3.6774 1.1211 2.6693
As -2.7703 0.7878 0.9437
C -3.5588 2.2786 -0.0701
C -2.5976 3.4362 -0.2790
C -4.0213 -0.6018 0.3321
C -3.7094 -1.9590 0.9421
H -3.6790 2.5308 4.3270
H -3.5648 3.2863 2.7378
H -2.1611 2.4887 3.4198
H -4.7591 1.1027 2.4912
H -3.4420 0.2766 3.3239
H -4.4739 2.5915 0.4469
H -3.8321 1.8475 -1.0352
H -2.2230 3.8430 0.6630
H -3.0760 4.2495 -0.8332
H -1.7319 3.1067 -0.8557
H -3.9554 -0.6398 -0.7559
H -5.0360 -0.2722 0.5856
H -2.7039 -2.2889 0.6755
H -4.4083 -2.7256 0.5954
H -3.7634 -1.9382 2.0343
*
```

***

## two
The following is a DFT calculation (the ωB97M-V functional and the def2-TZVPD basis) of a structure of composition C19H26AsF6N2NaO9S3.

HOMO   -3.11 eV
LUMO level   3.8 eV

```
! RIJCOSX wB97M-V def2-TZVPD def2/J DEFGRID3
* xyz -2 1
Na 0.1780 0.5884 0.7041
O -2.3440 3.2127 -2.6013
C -1.7095 2.5773 -1.7361
O -0.7048 1.8414 -1.8887
C -2.2556 2.6903 -0.2969
C -3.5708 3.0851 -0.0659
C -4.0416 3.1001 1.2385
C -3.1854 2.7556 2.2737
C -1.8762 2.4145 1.9581
N -1.4355 2.3713 0.6999
C -0.8665 2.0483 3.0737
O -1.3003 1.9961 4.2328
O 0.3017 1.8761 2.6469
H -4.1795 3.3554 -0.9174
H -5.0713 3.3764 1.4443
H -3.4815 2.7341 3.3131
F 3.1337 -2.3868 2.9855
C 3.3607 -1.2143 3.5767
F 4.5501 -0.7626 3.1319
F 3.4945 -1.4414 4.8932
S 2.0391 0.0513 3.2289
O 1.9739 -0.0428 1.7878
O 2.6004 1.1592 3.9185
N 0.8316 -0.6960 3.9352
S -0.2017 -1.5081 3.0758
O -0.9737 -0.7376 2.1309
O 0.2690 -2.7834 2.6067
C -1.4460 -1.9756 4.3568
F -2.0347 -0.9333 4.9189
F -2.3878 -2.7162 3.7510
F -0.8967 -2.7270 5.3217
O 2.5967 -0.6471 -1.4183
S 3.5062 0.3977 -0.8730
C 4.4185 1.0364 -2.3403
C 3.5935 2.1817 -2.9066
C 3.1756 2.9763 -1.6766
C 2.5494 1.9534 -0.7333
H 4.5355 0.1712 -2.9916
H 5.4033 1.3780 -2.0112
H 2.7042 1.7866 -3.4035
H 4.1527 2.7779 -3.6315
H 2.4627 3.7711 -1.8991
H 4.0595 3.4363 -1.2211
H 1.5338 1.7536 -1.0940
H 2.5029 2.2608 0.3108
C -3.7512 -1.9671 -1.6263
C -2.7773 -1.0851 -0.8578
As -0.8549 -1.3376 -1.2150
C -0.9366 -1.2702 -3.1844
C 0.4297 -1.1583 -3.8456
C -0.7674 -3.2839 -0.8979
C 0.6772 -3.7684 -0.8337
H -4.7824 -1.7920 -1.3043
H -3.5391 -3.0284 -1.4765
H -3.7095 -1.7695 -2.6994
H -2.8861 -1.2261 0.2201
H -2.9712 -0.0282 -1.0556
H -1.5249 -0.3756 -3.4004
H -1.4843 -2.1445 -3.5506
H 0.9710 -0.3001 -3.4492
H 0.3295 -1.0369 -4.9292
H 1.0500 -2.0378 -3.6599
H -1.3344 -3.8155 -1.6687
H -1.2607 -3.4526 0.0628
H 1.2291 -3.5142 -1.7414
H 0.7319 -4.8529 -0.6969
H 1.1977 -3.2977 0.0010
*
```

***

Most stable structure - one; separation to the second - 78.7 kJ/mol.

***

## one
The following is a DFT calculation (the ωB97M-V functional and the def2-TZVPD basis) of the ion C6H9N2 with charge +1.

HOMO (alpha / beta)   -11.59 / -11.59 eV
LUMO level (alpha / beta)   -4.2 / -4.2 eV

```
! RIJCOSX wB97M-V def2-TZVPD def2/J DEFGRID3
* xyz 1 1
C -0.8179 0.9656 0.7804
C 0.9960 0.1858 -0.7141
C -0.5266 -1.2441 0.3050
C -0.5488 2.2419 0.5858
C 1.7724 1.1562 -1.4945
C -0.7686 -2.6994 0.5606
N 0.4718 -0.8106 -0.4125
N -1.1932 -0.2529 1.0250
H -0.0095 2.9516 1.1720
H -0.8356 2.9021 -0.1934
H 2.5976 1.4341 -0.9717
H 1.2188 2.1650 -1.6417
H 2.1749 0.6942 -2.4229
H -1.3867 -2.7420 1.4736
H 0.0915 -3.2565 0.7703
H -1.2350 -3.0560 -0.3034
H -2.0010 -0.6351 1.4815
*
```

***

## two
The following is a DFT calculation (the ωB97M-V functional and the def2-TZVPD basis) of the ion C6H9N2 with charge +1.

HOMO   -14.21 eV
LUMO level   -5.3 eV
Structure (SMILES)   C=C[C@H]1N=C(C)C=[NH+]1

```
! RIJCOSX wB97M-V def2-TZVPD def2/J DEFGRID3
* xyz 1 1
C 2.9924 1.0129 -0.2382
C 1.8759 0.5007 0.2531
C -1.6922 0.7359 0.1907
C 0.4911 0.4627 -0.6191
C -1.1453 -0.7919 -0.0189
C -1.8780 -1.9416 0.4445
N -0.6546 1.3765 -0.1839
N 0.0595 -0.8582 -0.4218
H 3.7845 1.0807 0.4579
H 3.2085 1.3077 -1.3426
H 1.6955 0.0470 1.1376
H -2.5935 0.9117 0.6642
H 0.7690 0.6681 -1.7051
H -1.0716 -2.7709 0.5819
H -2.5835 -1.8317 1.1823
H -2.4721 -2.2733 -0.3961
H -0.7858 2.3637 0.0135
*
```

***

Most stable structure - two; separation to the second - 219.0 kJ/mol.